Record 1
Formula: C38H64ClN8NaO5P2
Source: the Open Molecules 2025 dataset
Level of theory: ωB97M-V/def2-TZVPD

Geometry as ORCA input:
```
! wB97M-V def2-TZVPD RIJCOSX def2/J DEFGRID3
* xyz -2 1
Na -0.06 1.45 -1.45
C -2.72 0.80 5.65
C -3.62 -0.02 4.77
C -3.63 -1.49 5.24
C -5.04 0.58 4.88
C -3.14 0.02 3.31
C -1.96 0.61 2.92
C -1.54 0.71 1.58
N -0.34 1.05 1.14
C 0.83 1.09 1.79
C 1.11 0.38 2.98
C 2.34 0.56 3.63
C 3.31 1.41 3.06
C 3.19 2.01 1.82
C 1.94 1.75 1.09
O 1.77 2.12 -0.09
C 4.25 2.75 1.02
C 5.57 2.82 1.83
C 4.63 2.03 -0.27
C 3.69 4.13 0.68
C 2.64 -0.20 4.94
C 1.47 -1.07 5.39
C 3.06 0.81 6.02
C 3.87 -1.13 4.68
C -2.59 0.42 0.55
O -2.39 0.81 -0.64
C -3.79 -0.27 1.01
C -3.96 -0.53 2.36
C -4.74 -0.80 -0.03
C -5.95 -1.56 0.57
C -3.98 -1.74 -1.04
C -5.33 0.39 -0.92
H -3.02 0.74 6.69
H -2.76 1.85 5.34
H -1.68 0.43 5.56
H -3.88 -1.57 6.29
H -2.67 -2.02 5.05
H -4.36 -2.05 4.68
H -5.42 0.78 5.87
H -5.78 -0.09 4.40
H -5.14 1.53 4.35
H -1.31 1.08 3.65
H 0.36 -0.36 3.31
H 4.21 1.56 3.62
H 5.95 1.81 2.00
H 5.47 3.31 2.79
H 6.30 3.30 1.14
H 4.95 0.97 -0.15
H 5.41 2.62 -0.79
H 3.72 2.02 -0.90
H 3.52 4.72 1.59
H 2.78 4.02 0.09
H 4.42 4.67 0.06
H 0.58 -0.41 5.50
H 1.68 -1.57 6.36
H 1.25 -1.85 4.63
H 2.23 1.51 6.11
H 3.98 1.35 5.78
H 3.14 0.27 6.96
H 3.71 -1.78 3.79
H 4.10 -1.76 5.54
H 4.80 -0.59 4.45
H -4.85 -1.05 2.69
H -5.58 -2.44 1.13
H -6.64 -1.86 -0.23
H -6.50 -0.94 1.28
H -3.55 -2.62 -0.50
H -3.24 -1.12 -1.53
H -4.63 -2.13 -1.81
H -6.02 0.98 -0.32
H -5.91 0.02 -1.78
H -4.49 0.98 -1.30
C 3.56 -1.39 -2.20
N 2.47 -1.82 -3.06
C 3.03 -2.44 -4.26
P 0.95 -2.07 -2.46
O 0.71 -1.30 -1.23
O -0.01 -1.73 -3.81
P -0.27 -0.29 -4.47
O -0.25 0.90 -3.59
N 0.92 -0.13 -5.65
C 1.02 -0.81 -6.91
C 2.06 0.77 -5.46
N -1.74 -0.55 -5.25
C -2.79 -1.28 -4.53
C -2.22 0.48 -6.16
N 0.50 -3.66 -2.22
C 0.17 -4.02 -0.86
C 0.29 -4.71 -3.22
H 4.09 -2.23 -1.74
H 3.18 -0.71 -1.43
H 4.34 -0.74 -2.84
H 3.50 -3.41 -4.03
H 3.88 -1.81 -4.61
H 2.24 -2.56 -4.96
H 0.33 -1.64 -7.06
H 2.05 -1.15 -7.04
H 0.86 -0.12 -7.77
H 1.95 1.30 -4.52
H 2.07 1.49 -6.25
H 3.00 0.16 -5.53
H -2.30 -2.12 -4.04
H -3.54 -1.68 -5.23
H -3.30 -0.63 -3.81
H -1.53 1.32 -6.19
H -3.19 0.85 -5.81
H -2.41 0.08 -7.16
H 0.05 -3.12 -0.24
H 0.87 -4.66 -0.39
H -0.77 -4.57 -0.86
H -0.04 -4.24 -4.16
H -0.47 -5.40 -2.81
H 1.21 -5.28 -3.43
Cl 5.60 0.19 -3.46
N -1.42 8.08 -2.91
C -1.01 7.17 -2.26
N -0.42 6.35 -1.42
C -0.59 5.06 -1.38
N -0.61 3.86 -1.21
*
```

Kohn-Sham gap (spin up / spin down)	5.7 / 5.8	eV
relative energy (zero: lowest compared OMol25 entry of this formula, charge and spin)	0.0	kcal per mole
energy	-3606.084172	hartree
E_LUMO (spin up / spin down)	3.355 / 3.380	eV

***

Record 2
Formula: C38H64F4N2O23S8
Source: the Open Molecules 2025 dataset
Level of theory: ωB97M-V/def2-TZVPD

Geometry as ORCA input:
```
! wB97M-V def2-TZVPD RIJCOSX def2/J DEFGRID3
* xyz 0 1
C 0.13 -1.88 -6.60
C 0.68 -2.23 -5.14
C 1.82 -1.25 -4.59
F 2.82 -1.12 -5.61
C 1.25 0.12 -4.02
C 1.17 1.43 -4.89
C 1.61 1.49 -6.44
C 3.19 1.74 -6.60
C 3.57 3.31 -6.49
C 4.27 3.70 -5.08
S 6.00 3.09 -4.92
O 6.22 1.68 -5.41
O 7.01 3.97 -5.60
O 6.39 3.10 -3.26
C 0.62 2.79 -4.32
F 0.53 3.95 -5.15
C 0.16 2.88 -2.85
C 0.22 1.58 -1.96
C 0.73 0.21 -2.53
S 0.67 -1.21 -1.36
O 1.77 -1.06 -0.32
O -0.63 -1.27 -0.58
F 0.75 -2.72 -2.13
C -0.28 1.80 -0.46
O 0.20 1.26 0.56
C -1.48 2.85 -0.22
C -2.51 2.52 0.94
C -3.09 1.00 0.87
F -2.99 0.31 2.14
C -1.51 4.03 -1.04
C -2.63 5.15 -0.85
C -3.78 5.16 -1.96
S -5.28 4.17 -1.46
C -4.90 2.40 -1.76
N -3.73 1.80 -2.35
N -4.03 0.47 -2.35
C -5.30 0.13 -1.81
O -5.85 1.42 -1.43
C -0.41 4.25 -2.20
O -0.02 5.37 -2.59
H -0.40 -0.86 -6.54
H -0.64 -2.69 -6.88
H 0.97 -1.91 -7.38
H 1.09 -3.31 -5.14
H -0.19 -2.20 -4.38
H 2.37 -1.76 -3.70
H 1.05 2.32 -7.01
H 1.37 0.47 -6.91
H 3.52 1.26 -7.59
H 3.73 1.21 -5.74
H 4.31 3.58 -7.31
H 2.63 3.95 -6.67
H 4.30 4.85 -5.05
H 3.59 3.31 -4.24
H 5.68 2.62 -2.76
H -1.91 2.55 1.94
H -3.37 3.25 1.05
H -4.21 1.08 0.62
H -2.55 0.35 0.10
H -3.05 5.16 0.23
H -2.08 6.17 -0.94
H -3.35 4.86 -2.98
H -4.14 6.26 -2.04
H -5.83 -0.86 -1.69
C 1.58 -3.48 1.32
C 0.59 -2.90 2.32
O 0.20 -3.86 3.30
S 1.27 -4.25 4.46
C 0.16 -5.16 5.50
O 1.67 -3.05 5.15
O 2.23 -5.17 3.92
H 2.53 -3.73 1.80
H 1.78 -2.76 0.52
H 1.19 -4.40 0.88
H 0.99 -2.00 2.80
H -0.32 -2.60 1.79
H -0.60 -4.48 5.89
H 0.74 -5.58 6.31
H -0.30 -5.96 4.91
C -1.95 -3.84 11.44
C -3.35 -3.41 11.07
O -3.44 -2.98 9.71
S -3.40 -4.11 8.55
C -3.86 -3.06 7.20
O -4.45 -5.06 8.78
O -2.03 -4.53 8.35
H -1.65 -4.74 10.89
H -1.88 -4.07 12.51
H -1.22 -3.06 11.19
H -4.08 -4.20 11.27
H -3.63 -2.55 11.69
H -4.87 -2.71 7.35
H -3.80 -3.66 6.29
H -3.16 -2.23 7.15
C 1.95 8.25 -9.59
C 0.96 8.83 -8.60
O 0.57 7.86 -7.62
S 1.63 7.47 -6.46
C 0.52 6.56 -5.43
O 2.03 8.67 -5.77
O 2.59 6.55 -7.00
H 2.89 7.99 -9.11
H 2.16 8.96 -10.39
H 1.55 7.33 -10.03
H 1.36 9.72 -8.11
H 0.05 9.13 -9.13
H -0.24 7.24 -5.03
H 1.10 6.13 -4.61
H 0.06 5.76 -6.01
C 2.61 0.31 3.83
C 2.83 -0.16 5.26
O 3.90 0.55 5.89
S 3.65 2.08 6.34
C 5.13 2.28 7.30
O 2.51 2.13 7.22
O 3.75 2.93 5.18
H 2.27 1.34 3.80
H 1.86 -0.31 3.33
H 3.54 0.26 3.27
H 1.91 -0.07 5.85
H 3.11 -1.22 5.25
H 5.08 1.62 8.16
H 5.17 3.32 7.62
H 5.99 2.05 6.67
C -1.81 -6.56 2.26
C -2.03 -7.64 3.30
O -3.27 -8.32 3.11
S -3.40 -9.37 1.88
C -4.94 -10.09 2.35
O -2.36 -10.36 2.00
O -3.60 -8.63 0.66
H -1.70 -6.99 1.26
H -0.91 -5.98 2.47
H -2.67 -5.88 2.23
H -1.20 -8.36 3.30
H -2.06 -7.18 4.29
H -4.82 -10.62 3.29
H -5.24 -10.78 1.56
H -5.69 -9.29 2.45
*
```

Kohn-Sham gap	7.3	eV
energy	-6910.802378	hartree
E_LUMO	-2.242	eV

***

Record 3
Formula: C38H65CsN3O3S2Si
Source: the Open Molecules 2025 dataset
Level of theory: ωB97M-V/def2-TZVPD

Geometry as ORCA input:
```
! wB97M-V def2-TZVPD RIJCOSX def2/J DEFGRID3
* xyz -1 1
Cs 0.17 1.03 0.85
C -1.34 2.67 3.20
C -0.38 1.81 3.83
C 0.91 2.36 3.54
C 0.69 3.51 2.74
C -0.68 3.71 2.54
C -1.32 4.90 1.85
C -0.56 5.26 0.57
C -2.78 4.62 1.50
C -1.27 6.12 2.79
C 2.34 1.94 3.93
C 2.48 1.79 5.46
C 2.82 0.65 3.24
C 3.34 3.03 3.53
C -0.86 0.65 4.71
C -0.97 1.10 6.17
C -2.28 0.22 4.28
C -0.01 -0.62 4.63
H -2.41 2.54 3.26
H 1.47 4.16 2.36
H -0.60 4.44 -0.15
H 0.49 5.47 0.78
H -1.00 6.14 0.09
H -2.87 3.75 0.84
H -3.22 5.48 0.99
H -3.37 4.42 2.40
H -0.24 6.36 3.05
H -1.80 5.90 3.72
H -1.74 7.00 2.33
H 1.91 0.96 5.86
H 2.13 2.70 5.95
H 3.53 1.63 5.72
H 2.17 -0.20 3.40
H 3.82 0.38 3.59
H 2.90 0.79 2.16
H 3.11 3.98 3.99
H 3.36 3.17 2.44
H 4.35 2.72 3.84
H -1.62 1.97 6.24
H 0.00 1.39 6.58
H -1.38 0.30 6.80
H -3.01 1.00 4.46
H -2.58 -0.66 4.86
H -2.31 -0.04 3.22
H 1.00 -0.49 5.01
H 0.06 -0.99 3.60
H -0.48 -1.41 5.23
C -4.79 2.06 -3.46
N -3.49 1.89 -4.08
C -3.26 1.51 -5.38
C -1.93 1.44 -5.55
N -1.34 1.77 -4.33
C -2.32 2.06 -3.40
S -2.18 2.52 -1.80
C 0.07 1.73 -4.12
C 0.91 2.21 -5.12
C 2.27 2.06 -4.92
C 2.73 1.46 -3.76
C 1.80 1.04 -2.82
N 0.48 1.17 -3.01
H -5.53 2.15 -4.25
H -4.78 2.95 -2.84
H -5.03 1.20 -2.83
H -4.06 1.30 -6.07
H -1.34 1.13 -6.39
H 0.51 2.70 -6.00
H 2.97 2.42 -5.67
H 3.78 1.32 -3.57
H 2.07 0.56 -1.90
C -1.89 -3.78 -2.29
C -1.78 -2.31 -1.92
C -2.98 -1.87 -1.10
C -1.65 -1.44 -3.16
O -0.65 -2.09 -1.07
Si 0.93 -2.61 -1.15
S 2.13 -1.40 -0.05
O 1.21 -2.69 -2.79
C 2.23 -3.35 -3.53
C 1.74 -4.75 -3.88
C 2.44 -2.52 -4.79
C 3.52 -3.43 -2.72
O 0.92 -4.22 -0.73
C 0.87 -4.82 0.57
C 2.28 -4.88 1.12
C -0.04 -4.03 1.51
C 0.30 -6.22 0.35
H -2.77 -3.95 -2.91
H -1.98 -4.39 -1.39
H -1.01 -4.11 -2.84
H -3.91 -2.02 -1.65
H -2.90 -0.81 -0.85
H -3.03 -2.44 -0.17
H -2.55 -1.55 -3.78
H -0.78 -1.72 -3.75
H -1.55 -0.39 -2.86
H 0.83 -4.68 -4.49
H 1.51 -5.30 -2.97
H 2.49 -5.30 -4.45
H 1.50 -2.42 -5.32
H 3.17 -2.99 -5.45
H 2.79 -1.52 -4.53
H 3.39 -4.07 -1.84
H 3.82 -2.44 -2.37
H 4.32 -3.85 -3.34
H 2.70 -3.88 1.20
H 2.92 -5.48 0.46
H 2.29 -5.35 2.11
H 0.35 -3.02 1.67
H -0.10 -4.53 2.48
H -1.05 -3.95 1.09
H 0.93 -6.77 -0.34
H -0.70 -6.15 -0.07
H 0.25 -6.77 1.29
*
```

Kohn-Sham gap	5.7	eV
relative energy (zero: lowest compared OMol25 entry of this formula, charge and spin)	0.2	kcal per mole
energy	-2983.268368	hartree
E_LUMO	1.926	eV

***

Record 4
Formula: C38H65IN11O6S
Source: the Open Molecules 2025 dataset
Level of theory: ωB97M-V/def2-TZVPD

Geometry as ORCA input:
```
! wB97M-V def2-TZVPD RIJCOSX def2/J DEFGRID3
* xyz 1 1
C 2.55 6.46 2.93
C 0.97 6.92 2.66
O -0.01 5.88 3.10
C 0.34 4.57 2.54
C -0.92 3.57 2.24
C -0.49 2.16 1.46
C 1.18 2.02 1.38
C 1.67 0.63 0.64
C 3.25 0.84 0.13
C 4.06 -0.52 0.60
O 5.48 -0.42 0.22
N -0.98 2.32 0.04
C -1.63 1.10 -0.54
N -1.72 0.93 -1.93
I -1.08 2.29 -3.35
C -2.36 -0.36 -2.51
C -2.17 -0.52 -4.13
C -2.77 -2.03 -4.50
O -4.13 -2.25 -3.94
N -2.25 -0.06 0.26
C -3.71 0.18 0.55
C -4.69 -1.12 0.20
C -4.29 -2.48 1.01
C -2.97 -3.27 0.44
C -3.26 -4.75 -0.21
C -1.86 -5.16 -1.03
C -0.51 -5.04 -0.09
S 0.90 -5.85 -1.04
C 2.57 -5.10 -0.59
N 3.39 -5.15 0.68
N 4.63 -4.48 0.64
C 4.77 -3.88 -0.75
O 3.49 -4.28 -1.43
C -1.44 -0.41 1.47
C -1.19 0.96 2.33
C -0.40 0.71 3.78
C 0.38 -0.72 3.87
O -0.17 -1.93 4.00
O 1.88 -0.68 3.87
H 3.30 7.37 2.83
H 2.71 5.91 3.95
H 2.88 5.69 2.08
H 0.88 7.10 1.49
H 0.84 7.94 3.26
H 0.85 4.79 1.48
H 1.11 4.07 3.27
H -1.39 3.28 3.30
H -1.79 4.11 1.65
H 1.68 2.09 2.44
H 1.66 2.91 0.75
H 1.62 -0.33 1.30
H 1.07 0.40 -0.35
H 3.25 0.88 -1.06
H 3.73 1.84 0.51
H 3.52 -1.44 0.08
H 3.90 -0.64 1.76
H 5.65 0.49 -0.20
H -0.10 2.62 -0.49
H -1.89 -1.34 -2.02
H -3.51 -0.25 -2.30
H -1.05 -0.55 -4.49
H -2.84 0.23 -4.77
H -2.05 -2.85 -4.07
H -2.87 -2.14 -5.68
H -4.83 -1.84 -4.54
H -3.97 0.49 1.65
H -4.05 1.11 -0.13
H -4.84 -1.31 -0.94
H -5.77 -0.80 0.61
H -5.21 -3.23 0.89
H -4.20 -2.30 2.18
H -2.36 -2.65 -0.35
H -2.23 -3.41 1.37
H -4.16 -4.78 -0.97
H -3.37 -5.58 0.63
H -1.94 -6.20 -1.57
H -1.74 -4.32 -1.87
H -0.24 -3.91 0.14
H -0.69 -5.54 0.98
H 5.66 -3.26 -1.18
H -0.48 -1.04 1.23
H -2.12 -1.12 2.15
H -2.26 1.38 2.65
H 0.30 1.63 4.07
H -1.24 0.69 4.63
H 2.09 -0.50 4.86
C 2.48 1.44 -6.33
C 2.34 1.39 -4.81
N 2.22 1.35 -3.56
H 3.54 1.36 -6.60
H 1.93 0.62 -6.78
H 2.09 2.39 -6.71
C -4.22 -8.68 -2.26
C -3.21 -8.32 -1.18
N -2.38 -8.03 -0.28
H -4.47 -7.79 -2.84
H -3.80 -9.43 -2.93
H -5.13 -9.07 -1.81
C 4.31 1.40 7.19
C 3.22 2.13 6.43
N 2.31 2.75 5.81
H 5.20 1.30 6.56
H 4.58 1.95 8.09
H 3.96 0.40 7.47
C 3.28 4.71 -1.10
C 4.29 5.06 -0.02
N 5.12 5.36 0.88
H 3.03 5.60 -1.68
H 3.70 3.95 -1.77
H 2.37 4.31 -0.64
C -7.87 2.29 0.56
C -6.73 2.07 -0.42
N -5.79 1.89 -1.24
H -8.76 2.64 0.03
H -8.10 1.36 1.08
H -7.57 3.04 1.30
C 6.41 0.64 -4.25
C 6.21 0.64 -5.76
N 6.05 0.64 -7.01
H 5.72 -0.06 -3.79
H 7.44 0.34 -4.02
H 6.24 1.64 -3.85
*
```

Kohn-Sham gap	6.6	eV
energy	-3235.485826	hartree
E_LUMO	-3.754	eV

***

> The lowest energy belongs to which entry?

C38H64F4N2O23S8

***

> What is the energy in the second record?

-6910.802378 hartree

***

> What is the energy in the fourth record?

-3235.485826 hartree